Record 1
C4H11CrO4 | ωB97M-V/def2-TZVPD

The frontier orbital gap (alpha / beta) is 7.524 / 9.460 eV. The value obtained for the LUMO energy (alpha / beta) is -11.9 / -10.0 eV. As for the multiplicity: 4. As for the charge: +2.

Structure (XYZ):
```
20
Properties=species:S:1:pos:R:3:forces:R:3
O -1.0266 1.9451 -0.0799 1.7 -0.1 -2.3
C -1.7659 1.0541 0.7234 0.2 -0.8 2.0
C -1.9851 -0.3140 0.0993 -1.5 0.2 0.3
O -0.7760 -0.6286 -0.5966 0.8 1.8 -0.5
C -0.3444 -1.9789 -0.6445 0.2 -1.5 0.3
Cr -0.1197 0.9867 -1.5065 0.4 1.1 2.5
H -2.7412 1.4645 1.0292 0.4 0.2 -0.2
H -1.1160 0.8854 1.6030 -0.7 0.1 0.0
H -2.8309 -0.3626 -0.6021 0.3 0.1 0.0
H -2.1788 -1.0615 0.8818 0.2 0.2 -0.2
H 0.7312 -1.9335 -0.8467 -0.4 -0.4 -0.6
H -0.4299 -2.4562 0.3413 -0.1 0.4 0.0
H -1.0281 -2.5125 -1.3207 0.8 0.0 -0.2
O 1.3920 1.8093 -0.5820 -3.0 1.0 -0.4
H 0.6022 2.3268 0.3879 0.6 -2.1 -1.8
C 2.7461 0.1258 0.2855 0.3 -0.5 1.4
O 2.2422 0.7085 -0.9020 -0.3 0.4 0.2
H 1.9598 -0.4239 0.8232 0.2 0.0 -0.2
H 3.5472 -0.5490 -0.0448 -0.2 0.3 0.1
H 3.1218 0.9147 0.9512 0.2 -0.3 -0.4
```
Forces are in eV/Å.

Charges per atom according to Löwdin partitioning, unit e: -0.2455, -0.1971, -0.1175, -0.3220, 0.0162, 1.4250, 0.1671, 0.1486, 0.1603, 0.1653, 0.1134, 0.1315, 0.1371, -0.2155, 0.4079, -0.0138, -0.1297, 0.1015, 0.1404, 0.1269

=====

Record 2
CH4N2 | ωB97M-V/def2-TZVPD

The frontier orbital gap is 8.837 eV. The value obtained for the LUMO energy is 0.1 eV. As for the energy above the lowest of the compared OMol25 structures with the same formula, charge and spin: 123.4 kcal per mole.

Structure (XYZ):
```
7
Properties=species:S:1:pos:R:3:forces:R:3
N -1.1972 -0.2993 0.1388 2.2 2.0 0.0
C -0.0166 -0.1530 -0.3689 -1.0 -5.1 -1.0
N 1.2172 0.2994 0.2068 -1.7 -0.4 -1.0
H 0.4351 1.0727 -0.0680 2.7 1.8 2.4
H -1.8538 0.4154 -0.1544 -0.8 -0.9 -0.2
H 0.3174 -0.6620 -1.2984 -0.7 1.0 -0.8
H 1.2249 -0.1186 1.1463 -0.6 1.7 0.6
```
Forces are in eV/Å.

Charges per atom according to Löwdin partitioning, unit e: 0.0267, -0.4458, 0.0441, 0.1294, 0.0476, 0.1144, 0.0836

=====

Record 3
C4H8N4P | ωB97M-V/def2-TZVPD

The frontier orbital gap (alpha / beta) is 7.599 / 7.603 eV. The value obtained for the LUMO energy (alpha / beta) is -5.2 / -5.2 eV. As for the charge: +1. As for the energy above the lowest of the compared OMol25 structures with the same formula, charge and spin: 75.0 kcal per mole.

Structure (XYZ):
```
17
Properties=species:S:1:pos:R:3:forces:R:3
C -0.7827 1.6686 -1.8419 -3.9 -2.2 3.2
C 0.2490 -2.5168 -1.3242 0.3 0.0 2.4
C 2.6124 0.4554 0.5073 3.4 2.1 -3.3
C -1.7253 -0.7148 2.4464 1.1 0.7 -0.4
N -1.0015 0.8962 -0.8304 0.9 0.5 -0.4
N -0.2258 -1.3384 -1.2047 0.4 -1.1 1.1
N 1.7455 0.1422 1.2837 -4.7 -1.8 0.8
N -1.6897 -0.7126 1.1735 0.6 -0.4 -0.6
P -0.3474 -0.2845 0.1750 0.6 1.0 -1.2
H -1.7157 1.9244 -2.3329 0.1 0.3 -0.4
H 0.0552 2.1433 -2.1554 3.0 1.0 -0.7
H 0.2310 -3.0403 -2.2259 -0.3 -0.1 -2.1
H 0.7132 -3.2296 -0.5905 -0.4 1.2 0.3
H 3.6028 0.6097 0.9496 0.1 -0.1 0.6
H 2.7499 0.7941 -0.5782 -1.2 -0.9 1.0
H -2.5615 -1.0377 3.0669 -0.3 -0.1 -0.7
H -0.8874 -0.3242 3.0031 0.4 0.0 0.4
```
Forces are in eV/Å.

Charges per atom according to Löwdin partitioning, unit e: 0.0259, -0.0263, -0.2067, -0.0206, -0.1405, -0.1200, 0.0073, -0.1259, 0.9218, 0.0939, 0.0498, 0.0611, 0.1051, 0.0928, 0.1135, 0.0974, 0.0714

=====

Record 4
C36H49BrF9N5O28P | ωB97M-V/def2-TZVPD

The frontier orbital gap is 8.096 eV. The value obtained for the LUMO energy is -3.8 eV. As for the charge: +1.

Structure (XYZ):
```
129
Properties=species:S:1:pos:R:3:forces:R:3
C -2.6982 2.0581 0.3014 -0.2 -0.5 0.3
N -1.6028 1.2275 -0.2395 -0.4 0.4 1.6
C -0.3713 1.6032 0.5436 -0.5 0.2 -0.6
C -1.7980 -0.1356 -0.0279 -1.2 1.3 -0.5
O -0.8907 -0.8883 -0.1301 2.1 -1.8 0.0
C -3.1347 -0.7310 0.3802 -0.1 0.3 -0.7
C -3.6405 -1.7875 -0.5976 -0.1 -1.7 0.6
C -3.7390 -1.3751 -2.0712 -0.1 0.8 0.2
C -2.4544 -1.5738 -2.8922 -0.2 0.0 -0.4
C -2.4192 -2.8784 -3.7079 0.3 0.3 -0.1
C -2.7126 -2.6731 -5.1889 0.5 -1.3 0.1
O -1.8715 -1.7246 -5.7948 -0.1 0.7 -0.1
N -2.7998 -3.0415 -0.6499 0.6 -0.1 0.1
C -3.1550 -3.7815 0.4817 -1.1 0.9 -1.5
N -2.3522 -4.3813 1.2667 0.0 -0.6 0.1
Br -0.5342 -4.2411 0.9296 0.0 -0.2 0.2
C -2.9435 -5.1877 2.4348 0.8 0.4 1.2
N -1.9682 -5.6986 3.3071 -0.3 -0.2 -0.7
N -4.5187 -3.7580 0.5504 0.5 0.1 1.2
C -4.9200 -2.4238 0.0902 -0.8 0.3 -1.2
F -5.2915 -1.8141 1.2761 0.0 0.8 0.1
P -6.6216 -2.4070 -0.7922 -1.9 -0.9 1.1
O -6.7788 -0.8705 -1.3624 1.1 -0.6 0.2
O -6.4494 -3.4257 -2.0862 0.7 1.2 -0.1
H -2.8649 1.7941 1.3533 -0.1 0.1 0.1
H -2.4451 3.1067 0.3008 0.1 0.2 -0.4
H -3.6369 1.8873 -0.2152 0.0 0.2 -0.3
H -0.3282 2.6821 0.5941 0.1 0.2 -0.1
H -0.5162 1.2263 1.5541 0.4 -0.1 0.2
H 0.5294 1.2327 0.0883 0.2 -0.2 0.0
H -2.9773 -1.1798 1.3553 0.1 -0.1 0.2
H -3.9456 -0.0202 0.5030 0.0 0.1 0.0
H -4.0141 -0.3199 -2.0978 0.0 0.2 -0.1
H -4.5298 -1.9016 -2.5995 -0.2 -0.2 0.2
H -2.4203 -0.7605 -3.6119 0.1 0.2 -0.1
H -1.5511 -1.4961 -2.3034 0.0 0.1 0.3
H -1.4132 -3.2917 -3.6391 0.1 -0.2 0.0
H -3.0913 -3.6615 -3.3521 -0.1 0.0 0.1
H -2.5435 -3.6387 -5.6751 -0.1 -0.1 -0.1
H -3.7558 -2.4459 -5.3713 -0.1 0.6 -0.1
H -0.9501 -1.9041 -5.5750 -0.1 -0.2 0.0
H -3.3333 -3.5761 -1.3414 0.7 0.0 -0.6
H -3.6229 -5.9481 2.0672 0.2 -0.2 -0.5
H -3.5129 -4.4572 3.0075 -0.2 0.2 -0.1
H -1.4247 -4.9721 3.7461 0.1 -0.2 0.3
H -1.3785 -6.3998 2.8810 0.1 -0.1 0.2
H -4.9017 -3.9279 1.4772 -0.4 -0.3 -0.2
H -5.9557 -0.3651 -1.2796 -0.2 0.2 -0.4
H -6.8938 -2.9914 -2.8337 0.1 -0.4 -0.1
C 3.3351 -0.9482 -1.5415 0.1 -0.4 0.4
C 4.0671 -0.2698 -2.6678 -0.1 -0.2 -0.3
O 3.3636 0.9553 -2.8049 0.2 0.0 0.5
C 2.8619 1.2462 -1.5759 0.0 0.0 0.1
O 2.4465 2.3144 -1.2545 0.0 -0.1 0.0
O 2.9022 0.1710 -0.7608 0.0 0.2 -0.3
F 3.9583 -0.9708 -3.8289 0.0 0.1 0.0
H 2.4636 -1.5038 -1.8942 0.0 0.1 -0.2
H 3.9726 -1.6114 -0.9625 0.0 0.2 0.2
H 5.1181 -0.0649 -2.4631 0.0 -0.1 -0.1
C -3.2183 -1.8678 6.1632 0.1 0.4 0.2
C -4.2408 -2.9756 6.1059 -0.2 0.1 -0.3
O -3.4799 -4.0711 5.6154 0.1 0.2 0.3
C -2.1940 -3.8635 6.0248 0.3 0.0 0.3
O -1.3462 -4.6929 6.0231 0.0 0.0 -0.2
O -2.0127 -2.5909 6.4388 -0.3 -0.2 -0.2
F -5.2305 -2.6999 5.2214 0.0 -0.1 -0.1
H -3.1202 -1.3511 5.2066 -0.1 -0.1 -0.1
H -3.4245 -1.1376 6.9409 0.2 -0.1 0.1
H -4.6779 -3.2408 7.0689 -0.1 0.0 -0.1
C 5.8046 3.3253 0.2513 0.1 0.0 -0.5
C 6.3167 3.6171 1.6392 -0.3 0.2 0.2
O 5.7172 2.5882 2.4089 0.3 -0.2 -0.3
C 5.5389 1.5224 1.5768 -0.2 -0.2 0.0
O 5.3048 0.4187 1.9334 -0.1 0.0 0.0
O 5.6707 1.8994 0.2756 0.0 0.2 0.2
F 5.8819 4.8167 2.0894 0.0 0.0 0.1
H 4.8288 3.7791 0.0699 0.0 0.1 0.2
H 6.4922 3.6393 -0.5301 0.0 -0.2 0.0
H 7.4016 3.5640 1.7430 0.0 0.1 0.1
C 7.7886 -3.4340 -3.9503 0.3 0.0 -0.3
C 6.2803 -3.4685 -3.9119 0.0 -0.4 0.1
O 5.9965 -3.0036 -2.6011 0.2 0.4 -0.3
C 7.0279 -2.1766 -2.2488 0.3 0.1 0.2
O 6.9884 -1.4132 -1.3434 -0.1 0.0 0.0
O 8.0837 -2.3354 -3.0785 -0.4 -0.2 0.0
F 5.8011 -4.7283 -4.0456 -0.1 0.0 0.0
H 8.2297 -4.3467 -3.5480 -0.2 -0.1 0.0
H 8.1834 -3.2578 -4.9474 0.1 0.2 0.1
H 5.7926 -2.8186 -4.6402 -0.1 -0.1 0.0
C 1.3913 5.0119 -1.2658 0.0 -0.2 -0.3
C 0.1807 5.7648 -0.7784 0.2 0.2 0.4
O 0.6169 7.1106 -0.8044 -0.1 -0.2 -0.4
C 1.5643 7.1944 -1.7928 0.3 0.1 -0.1
O 1.9515 8.2093 -2.2596 0.0 0.0 0.1
O 1.9876 5.9591 -2.1587 -0.3 0.2 0.2
F -0.1374 5.4269 0.5010 -0.1 0.0 0.0
H 2.0883 4.7827 -0.4600 -0.1 0.0 0.1
H 1.1371 4.0940 -1.7810 0.1 0.1 -0.2
H -0.7043 5.6580 -1.4086 -0.1 0.0 0.1
C 1.9052 9.8219 0.9867 -0.3 0.1 -0.4
C 1.9034 9.3634 2.4222 0.4 -0.2 0.0
O 2.9128 10.1636 3.0043 -0.4 0.2 -0.1
C 2.9528 11.3319 2.2888 0.2 0.2 -0.1
O 3.4883 12.3213 2.6490 0.1 0.0 0.0
O 2.2842 11.1951 1.1127 0.0 -0.2 0.3
F 2.2565 8.0560 2.5315 0.0 0.0 0.1
H 2.6465 9.2929 0.3860 0.0 -0.1 0.1
H 0.9324 9.7259 0.5115 0.0 0.2 0.0
H 0.9615 9.5261 2.9492 0.0 -0.2 0.0
C -2.7054 0.4733 -7.9621 0.2 -0.3 -0.3
C -3.8929 1.2502 -7.4564 0.2 0.1 0.3
O -3.3686 2.5533 -7.3072 -0.1 -0.2 -0.4
C -2.3604 2.6828 -8.2292 0.3 0.1 -0.1
O -1.8818 3.7107 -8.5584 0.0 0.0 0.1
O -1.9949 1.4652 -8.7112 -0.3 0.2 0.2
F -4.3082 0.7973 -6.2408 -0.1 0.0 0.0
H -2.0770 0.1083 -7.1529 -0.2 0.0 0.1
H -2.9873 -0.3652 -8.5948 0.1 0.1 -0.2
H -4.7441 1.2767 -8.1389 -0.1 0.0 0.1
C 0.8557 -5.2139 8.0574 -0.3 -0.2 -0.1
C 2.1140 -5.8183 8.6266 0.3 0.3 -0.1
O 2.4479 -4.9150 9.6642 -0.4 -0.3 0.1
C 1.2756 -4.3626 10.1016 0.0 0.2 0.1
O 1.1460 -3.7701 11.1153 0.0 0.1 0.0
O 0.2743 -4.5958 9.2084 0.3 -0.1 0.0
F 3.1171 -5.8354 7.7138 0.0 0.0 0.0
H 1.0661 -4.4537 7.3051 0.2 -0.1 0.0
H 0.1849 -5.9543 7.6322 -0.1 0.1 0.2
H 1.9889 -6.8197 9.0424 0.1 0.0 -0.1
```
Forces are in eV/Å.

Here are the Löwdin charges for atoms 1 to 99, given in e: -0.0674, -0.0899, -0.0114, -0.4959, 0.0816, -0.0191, -0.3252, -0.1128, -0.1579, -0.1759, -0.2627, -0.0677, 0.1149, -0.4294, -0.3518, 0.9470, -0.2328, 0.0452, 0.1872, -0.4782, -0.0200, 0.9319, -0.2527, -0.2886, 0.0986, 0.0842, 0.0808, 0.0755, 0.1026, 0.0646, 0.1401, 0.1085, 0.1230, 0.1017, 0.1169, 0.0973, 0.1162, 0.1067, 0.1194, 0.1215, 0.1052, 0.1319, 0.1421, 0.1152, 0.0553, 0.0874, 0.1441, 0.0417, 0.0655, -0.0359, -0.3005, 0.1520, -0.5374, 0.1461, 0.0770, 0.0712, 0.1448, 0.1416, 0.1639, -0.0399, -0.3008, 0.1155, -0.5407, 0.1631, 0.0920, 0.0744, 0.1415, 0.1481, 0.1813, -0.0482, -0.3115, 0.1386, -0.5430, 0.1829, 0.0561, 0.0824, 0.1349, 0.1436, 0.1761, -0.0422, -0.3146, 0.1129, -0.5515, 0.1804, 0.0868, 0.0796, 0.1483, 0.1438, 0.1674, -0.0697, -0.3097, 0.1170, -0.5432, 0.1887, 0.0859, 0.0610, 0.1372, 0.1187, 0.1738

=====

Record 5
C2H3N4 | ωB97M-V/def2-TZVPD

The frontier orbital gap (alpha / beta) is 8.628 / 8.627 eV. The value obtained for the LUMO energy (alpha / beta) is -7.3 / -7.3 eV. The SMILES is c1c[nH+]nnn1. As for the charge: +1. As for the energy above the lowest of the compared OMol25 structures with the same formula, charge and spin: 11.1 kcal per mole.

Structure (XYZ):
```
9
Properties=species:S:1:pos:R:3:forces:R:3
C 0.0843 1.1298 -0.0332 2.7 2.7 -0.3
C 0.8539 -0.0288 -0.1079 2.3 -0.8 0.2
N 0.1839 -1.1567 0.1195 -1.9 1.3 -1.1
N -1.1720 -1.1198 -0.0678 0.6 -0.7 0.4
N -1.7605 0.0054 -0.0244 -2.9 -3.3 -0.3
N -1.1835 1.0868 0.2199 1.1 3.5 0.3
H 0.6479 2.1578 -0.1109 -1.4 -2.1 0.3
H 1.9956 0.0743 -0.2487 -2.0 -0.8 0.4
H 0.3505 -2.1489 0.2535 1.6 0.0 0.0
```
Forces are in eV/Å.

Charges per atom according to Löwdin partitioning, unit e: -0.0460, 0.0456, 0.1396, 0.1281, 0.0445, 0.1104, 0.1886, 0.1926, 0.1967

=====

Record 6
C4H7NO | ωB97M-V/def2-TZVPD

The frontier orbital gap is 10.597 eV. The value obtained for the LUMO energy is 1.1 eV. The SMILES is O=CCN1CC1. As for the energy above the lowest of the compared OMol25 structures with the same formula, charge and spin: 57.8 kcal per mole.

Structure (XYZ):
```
13
Properties=species:S:1:pos:R:3:forces:R:3
O 0.0870 -2.4118 1.7794 0.1 0.4 -0.6
C 0.2897 -1.7373 0.7963 0.0 -0.3 0.4
C -0.7400 -0.7897 0.2243 -0.1 0.0 0.2
N -0.2242 0.1066 -0.7962 -0.1 -0.2 0.0
C 0.9452 0.9167 -0.5019 0.3 0.1 0.0
C -0.3966 1.5328 -0.6076 -0.2 0.3 0.0
H 1.2544 -1.7862 0.2524 0.0 0.0 0.0
H -1.2116 -0.2823 1.0751 0.1 0.1 0.0
H -1.5123 -1.4159 -0.2323 0.0 0.0 0.1
H 1.6543 0.9988 -1.3204 -0.1 0.0 0.1
H 1.3972 0.8673 0.4890 -0.1 0.0 -0.1
H -0.8367 1.8998 0.3190 0.0 -0.3 0.0
H -0.7064 2.1011 -1.4770 0.2 -0.1 -0.1
```
Forces are in eV/Å.

Charges per atom according to Löwdin partitioning, unit e: 0.0462, -0.2474, -0.1686, -0.1234, -0.1553, -0.1488, 0.1270, 0.1262, 0.1286, 0.1022, 0.1088, 0.1051, 0.0996

=====

Record 7
C11H14I2O | ωB97M-V/def2-TZVPD

The frontier orbital gap is 8.258 eV. The value obtained for the LUMO energy is 0.4 eV. As for the energy above the lowest of the compared OMol25 structures with the same formula, charge and spin: 0.0 kcal per mole.

Structure (XYZ):
```
28
Properties=species:S:1:pos:R:3:forces:R:3
C -1.7973 -0.0035 -0.1942 -3.9 -0.9 0.2
C -3.1964 -0.1247 -0.0448 2.6 -0.2 -0.2
C -0.0582 -1.2491 1.1657 -1.7 -1.6 0.2
C 0.2647 -1.1477 -1.3543 -3.9 -1.7 -1.6
C 2.0013 -0.2988 0.2138 1.1 -5.3 -3.2
C 0.4767 1.2825 1.3442 -1.2 0.0 1.1
C 0.8395 1.3750 -1.1881 0.3 -0.7 1.4
C -0.8271 -1.1610 -0.2318 1.2 -0.4 1.0
C 0.9866 -0.2156 1.2922 2.5 2.4 2.5
C 1.3225 -0.1471 -1.1809 0.3 2.7 0.4
C -0.1399 1.7064 0.0199 1.4 -0.4 -2.2
O -1.4407 1.2707 -0.3156 0.3 -0.2 0.2
I -4.3431 1.6379 0.0411 0.1 -0.5 0.0
I -4.2060 -1.9531 0.1344 0.2 0.4 -0.1
H -0.7976 -1.2021 2.0114 0.5 0.2 -0.8
H 0.4413 -2.2599 1.3250 -0.6 1.1 -0.7
H 0.5224 -2.2399 -1.5273 0.7 1.3 0.7
H -0.2894 -1.0038 -2.3513 0.7 0.4 1.2
H 3.0144 0.0817 0.3310 -0.4 0.9 0.2
H 2.2647 -1.4783 0.0647 -0.3 2.2 1.0
H -0.2677 1.3680 2.1810 0.3 -0.1 -0.8
H 1.1952 2.1148 1.5872 0.0 -1.4 -0.3
H 1.7626 1.9151 -0.9615 0.0 0.2 0.0
H 0.4696 1.8373 -2.0981 -0.4 -0.5 -0.3
H -1.3990 -2.0863 -0.3528 -0.1 0.3 0.1
H 1.6002 -0.4424 2.2371 -1.2 0.5 -0.9
H 1.9246 -0.3257 -2.0589 1.1 0.4 0.1
H -0.3238 2.7493 -0.0892 0.4 1.1 0.7
```
Forces are in eV/Å.

Charges per atom according to Löwdin partitioning, unit e: -0.4416, -1.1813, -0.1159, -0.1481, -0.1434, -0.0632, -0.0446, -0.2287, -0.3443, -0.3021, -0.2838, -0.1370, 0.8083, 0.7807, 0.1359, 0.1416, 0.1389, 0.1479, 0.1169, 0.1594, 0.1336, 0.1386, 0.1112, 0.1135, 0.0747, 0.1635, 0.1318, 0.1375